## 1
Density functional theory data (ωB97M-V/def2-TZVPD) for a structure of composition C2H3N3O3.

HOMO energy = -9.10 eV

Last column: natural (NBO) charge in e.
Geometry (Å):
C 1.258 -0.135 0.091  0.7547
C -0.753 0.773 -0.133  0.8447
H -1.895 -1.259 1.229  0.3574
H -1.944 -2.472 -0.307  0.4064
H 2.960 0.592 0.128  0.5105
N -1.905 -1.221 0.062  -0.6473
N -0.764 -0.474 -0.271  -0.1586
N 0.396 -1.150 -0.022  -0.3995
O 2.510 -0.311 0.042  -0.6134
O 0.725 1.064 -0.034  -0.5047
O -1.515 1.649 0.094  -0.5501

***

## 2
Density functional theory data (ωB97M-V/def2-TZVPD) for an isolated molecule of C2H3N3O3.

HOMO energy = -9.45 eV
SMILES string = Nc1non(O)c1=O

Last column: natural (NBO) charge in e.
Geometry (Å):
N -1.705 1.107 -1.291  -0.8087
C -0.592 0.784 -0.559  0.2370
N 0.218 1.568 0.040  -0.1336
O 1.200 0.820 0.643  -0.1825
N 0.954 -0.519 0.317  0.0947
O 1.310 -1.315 1.395  -0.4950
C -0.281 -0.649 -0.273  0.5403
O -0.970 -1.652 -0.423  -0.5476
H -1.929 0.392 -2.027  0.4144
H -2.013 2.061 -1.450  0.4126
H 0.582 -1.190 2.087  0.4685

***

The structure with the least stability is 2.

***

## 1
Density functional theory data (ωB97M-V/def2-TZVPD) for an isolated molecule of C2H3N3O3.

HOMO energy = -10.12 eV
SMILES string = [H]/N=C1/NOC(=O)NO1

Last column: natural (NBO) charge in e.
Geometry (Å):
H -2.802 -0.788 -0.298  0.3676
N -2.375 0.139 -0.181  -0.7038
C -1.118 0.057 -0.034  0.6424
N -0.341 1.121 0.399  -0.3396
O 0.941 1.200 -0.240  -0.3406
C 1.667 0.098 -0.051  0.8428
O 2.853 0.066 -0.205  -0.5578
N 0.920 -0.973 0.417  -0.3621
O -0.363 -1.069 -0.235  -0.3597
H -0.782 2.010 0.211  0.4053
H 1.399 -1.861 0.217  0.4054

***

## 2
Density functional theory data (ωB97M-V/def2-TZVPD) for an isolated molecule of C2H3N3O3.

HOMO energy = -10.18 eV
SMILES string = ONC1=NOC=NO1

Last column: natural (NBO) charge in e.
Geometry (Å):
O -2.592 0.382 -0.337  -0.5379
N -1.753 -0.554 0.217  -0.3191
C -0.379 -0.332 0.151  0.6112
N 0.378 -1.286 -0.348  -0.2256
O 1.745 -0.881 0.316  -0.4083
C 2.037 0.326 -0.207  0.3515
N 1.161 1.329 -0.297  -0.1611
O 0.009 0.949 0.503  -0.3690
H -2.819 1.050 0.426  0.4842
H -1.914 -1.481 -0.307  0.3859
H 2.993 0.450 -0.646  0.1882

***

The structure with the least stability is 2.

***

## 1
Density functional theory data (ωB97M-V/def2-TZVPD) for an isolated molecule of C2H3N3O3.

HOMO energy = -9.50 eV
SMILES string = O=c1nc(O)n(O)[nH]1

Last column: natural (NBO) charge in e.
Geometry (Å):
O 2.929 -0.046 -0.152  -0.5253
C 1.724 0.130 -0.022  0.7451
N 0.865 1.362 -0.015  -0.5554
C -0.324 0.857 -0.197  0.6703
O -1.506 1.416 -0.207  -0.6104
N -0.333 -0.481 0.152  -0.0608
O -1.649 -1.397 -0.245  -0.5689
N 0.809 -1.074 -0.330  -0.4720
H -1.402 2.359 -0.064  0.5098
H -1.968 -1.251 0.875  0.4848
H 0.856 -1.875 0.206  0.3830

***

## 2
Density functional theory data (ωB97M-V/def2-TZVPD) for an isolated molecule of C2H3N3O3.

HOMO energy = -9.30 eV
SMILES string = O=c1c(O)n[nH]n1O

Last column: natural (NBO) charge in e.
Geometry (Å):
O 1.894 0.353 1.111  -0.5289
C 0.899 0.063 0.514  0.5395
C -0.203 -0.935 0.636  0.3806
O -0.067 -2.032 1.385  -0.6365
N -1.202 -0.668 -0.121  -0.2869
N -0.893 0.450 -0.891  -0.2870
N 0.451 0.699 -0.652  -0.0152
O 0.783 1.976 -0.885  -0.5100
H -0.726 -2.700 1.090  0.5001
H -1.152 0.247 -1.841  0.3798
H 0.217 2.549 -0.347  0.4644

***

The structure with the least stability is 1.

***

## 1
Density functional theory data (ωB97M-V/def2-TZVPD) for a cluster of 2 separate species, C5H17N2O in total.

Total charge = +1
HOMO energy = -12.61 eV

Last column: natural (NBO) charge in e.
Geometry (Å):
C -0.694 0.578 -1.075  -0.2607
N -0.887 1.540 0.008  -0.6400
C -2.178 2.178 0.005  -0.4118
C 0.559 -0.339 -0.878  -0.0388
N 0.348 -1.044 0.520  -0.5884
C 1.513 -2.041 0.768  -0.4402
C 0.558 -1.480 -1.902  -0.7246
H -0.713 0.969 -2.106  0.2087
H -1.616 -0.006 -1.172  0.2038
H -0.143 2.264 0.035  0.3726
H -2.646 2.651 -0.986  0.1764
H -2.894 1.425 0.073  0.1914
H -2.165 2.895 0.830  0.2182
H 1.665 0.252 -0.962  0.2601
H -0.565 -1.596 0.628  0.4430
H 0.322 -0.246 1.268  0.5044
H 2.191 -2.241 -0.094  0.2507
H 2.292 -1.670 1.501  0.2427
H 0.928 -2.927 1.193  0.2362
H 0.386 -0.991 -2.976  0.2622
H 1.547 -1.900 -2.347  0.2746
H -0.376 -2.036 -1.919  0.2434
H 0.175 1.669 3.401  0.5036
H 1.607 1.105 3.244  0.4738
O 0.783 0.992 2.943  -0.9611

***

## 2
Density functional theory data (ωB97M-V/def2-TZVPD) for a cluster of 2 separate species, C5H17N2O in total.

Total charge = +1
HOMO energy = -12.48 eV

Last column: natural (NBO) charge in e.
Geometry (Å):
C 0.935 -1.693 -1.049  -0.2327
C -0.138 -0.701 -1.378  -0.4829
C -0.770 0.015 -0.179  -0.4764
C 0.246 0.730 0.756  -0.2591
N 1.309 1.325 -0.165  -0.6554
C 0.812 2.627 -0.702  -0.4383
N 0.566 -2.547 0.139  -0.6945
H 1.785 -1.085 -0.590  0.2457
H 1.247 -2.423 -1.839  0.2420
H 0.372 0.184 -1.952  0.2803
H -0.910 -0.924 -2.120  0.2460
H -1.510 -0.533 0.513  0.2407
H -1.460 0.823 -0.685  0.2503
H 0.793 0.057 1.474  0.1696
H -0.255 1.378 1.540  0.2311
H 2.123 1.540 0.411  0.3702
H 1.589 2.985 -1.459  0.2138
H 0.850 3.484 0.030  0.1944
H -0.157 2.576 -1.133  0.1977
H -0.019 -3.343 -0.172  0.4395
H -0.047 -1.967 0.769  0.4563
H 1.420 -2.856 0.652  0.4503
H -2.777 -0.628 2.684  0.4795
H -3.436 0.748 2.200  0.4979
O -2.566 0.228 2.256  -0.9662

***

## 3
Density functional theory data (ωB97M-V/def2-TZVPD) for a cluster of 2 separate species, C5H17N2O in total.

Total charge = +1
HOMO energy = -12.54 eV

Last column: natural (NBO) charge in e.
Geometry (Å):
N -0.065 -0.123 1.908  -0.6970
C -1.013 0.252 0.821  -0.2428
C -0.618 -0.394 -0.479  -0.2599
N 0.788 0.067 -0.748  -0.4810
C 0.833 0.796 -2.061  -0.2108
C 0.398 2.250 -1.960  -0.6444
C 1.769 -1.012 -0.748  -0.4413
H 0.019 0.666 2.548  0.4381
H -0.473 -0.934 2.390  0.4779
H 0.855 -0.216 1.460  0.4571
H -2.040 0.015 1.146  0.2259
H -1.219 1.326 0.768  0.2372
H -1.205 -0.019 -1.302  0.2330
H -0.673 -1.484 -0.487  0.2120
H 0.326 0.136 -2.769  0.1854
H 1.886 0.733 -2.310  0.2033
H 1.126 2.834 -2.522  0.2376
H -0.499 2.399 -2.562  0.2220
H 0.305 2.608 -0.940  0.2169
H 2.626 -0.772 -0.139  0.1995
H 2.192 -1.244 -1.710  0.2139
H 1.403 -1.937 -0.289  0.1915
H -2.211 -2.758 3.307  0.5077
H -2.643 -1.333 3.474  0.4926
O -1.868 -1.855 3.204  -0.9744

***

The structure with the least stability is 1.

***

## 1
Density functional theory data (ωB97M-V/def2-TZVPD) for an isolated molecule of C7H10.

HOMO energy = -8.20 eV
SMILES string = C=C1[C@@H]2[C@@H](C)[C@]12C

Last column: natural (NBO) charge in e.
Geometry (Å):
C -1.914 2.145 -0.154  -0.4798
C -0.904 1.344 0.010  0.0107
C 0.385 1.197 0.668  -0.2387
C 0.961 0.243 -0.422  -0.1915
C 2.012 -0.787 -0.020  -0.6408
C -0.503 -0.031 0.194  -0.0043
C -1.220 -1.213 0.792  -0.6274
H -2.861 1.574 -0.517  0.1854
H -2.069 3.136 0.118  0.2084
H 0.753 1.477 1.611  0.2240
H 0.920 0.778 -1.427  0.2188
H 1.657 -1.792 0.178  0.2172
H 2.540 -0.528 0.922  0.2135
H 2.822 -0.745 -0.805  0.2246
H -0.670 -1.585 1.639  0.2240
H -1.325 -1.890 -0.066  0.2263
H -2.189 -0.910 1.003  0.2297

***

## 2
Density functional theory data (ωB97M-V/def2-TZVPD) for an isolated molecule of C7H10.

HOMO energy = -8.63 eV
SMILES string = C[C@]12C=C[C@H](C1)C2

Last column: natural (NBO) charge in e.
Geometry (Å):
C -0.564 1.614 -1.095  -0.6086
C -0.097 0.377 -0.349  -0.0738
C 0.649 -0.786 -1.035  -0.2241
C 1.003 -1.576 -0.023  -0.1847
C 0.317 -0.941 1.171  -0.2605
C 0.740 0.528 0.962  -0.3731
C -1.048 -0.513 0.507  -0.3657
H 0.283 2.200 -1.474  0.2159
H -1.207 1.368 -1.947  0.2121
H -1.137 2.271 -0.427  0.2102
H 0.447 -1.271 -1.978  0.2215
H 1.507 -2.530 -0.107  0.2152
H 0.351 -1.472 2.122  0.2126
H 1.812 0.733 0.876  0.2066
H 0.266 1.205 1.681  0.2011
H -1.614 -1.266 -0.054  0.2006
H -1.707 0.059 1.169  0.1948

***

The structure with the least stability is 1.